9
Properties=species:S:1:pos:R:3:forces:R:3 method="wB97M-V/def2-TZVPD" charge=-1 molar_mass_g_mol=87.06 total_energy_ha=-337.78026 smiles="O=N[C@@H]1CN1[O-]" gap_ev=5.58 relative_energy_kcal_mol=143.8
O 0.2828 -1.5221 -3.1026 -0.91 0.69 3.05
N -0.1611 -1.3848 -1.9665 1.33 2.28 -2.09
C 0.0752 0.1839 -1.1208 -0.42 -1.69 0.55
C -0.4770 -0.0677 0.2469 -0.53 -0.95 -0.05
N -1.1166 0.9167 -0.6417 -1.70 -3.15 -0.05
O -1.0607 2.1666 -0.2821 1.00 2.16 -0.03
H 0.9155 0.8784 -1.1926 0.38 -0.70 -0.63
H -1.0816 -0.9848 0.4771 0.53 0.72 -0.70
H 0.0487 0.2342 1.1401 0.32 0.64 -0.05


9
Properties=species:S:1:pos:R:3:forces:R:3 method="wB97M-V/def2-TZVPD" charge=-1 molar_mass_g_mol=87.06 total_energy_ha=-337.98159 gap_ev=5.04 relative_energy_kcal_mol=17.4
C -2.7943 0.1011 -0.0140 -0.04 -0.02 0.04
C 1.8992 0.0256 0.0451 0.22 -0.11 0.03
N -0.2992 -0.6456 -0.3259 -0.26 0.57 0.27
N 0.4081 0.1440 0.2749 -0.42 -0.24 -0.31
O -3.3079 -0.9502 0.1064 0.33 0.02 -0.06
O -2.7127 1.2709 -0.0942 0.40 -0.31 -0.03
H 2.1691 -0.7767 -0.6568 -0.24 -0.04 0.00
H 2.3869 -0.1538 1.0090 -0.01 0.05 0.03
H 2.2509 0.9847 -0.3444 0.02 0.06 0.03


9
Properties=species:S:1:pos:R:3:forces:R:3 method="wB97M-V/def2-TZVPD" charge=+1 molar_mass_g_mol=87.06 total_energy_ha=-337.46867 gap_ev=8.55 relative_energy_kcal_mol=169.1
C -0.8023 0.1773 -0.3753 2.90 -1.58 -0.74
C 0.2184 -2.1398 -0.1468 0.02 -0.35 -0.11
N -1.9198 0.5482 -0.0369 0.67 -0.32 -0.12
N -0.2909 -1.1002 -0.3421 -2.37 -0.17 0.04
O 1.4733 0.4123 0.4144 3.03 1.52 -1.51
O -2.9005 0.9687 0.3226 -1.39 0.59 0.29
H 0.2096 0.7301 -0.5324 -1.46 0.82 0.49
H 1.8112 -0.3419 0.9455 0.07 0.64 -0.68
H 2.2011 0.7453 -0.2491 -1.47 -1.16 2.33


9
Properties=species:S:1:pos:R:3:forces:R:3 method="wB97M-V/def2-TZVPD" charge=+1 molar_mass_g_mol=87.06 total_energy_ha=-337.38481 gap_ev="7.76 / 7.77" relative_energy_kcal_mol=221.7
C 2.2569 0.3184 0.0838 -6.58 3.27 -2.17
C 1.0191 1.0720 -0.4255 4.60 -1.43 1.14
N 3.5203 0.1934 0.0365 1.50 0.50 -0.07
N -0.1562 0.1932 -0.2134 -0.53 -1.27 -0.83
O 2.7368 -0.9819 0.3952 0.48 -1.54 0.52
O 4.6493 0.3941 -0.0574 -0.18 -0.08 -0.05
H -0.9168 0.2778 -0.9984 2.06 -0.47 1.23
H -0.6533 0.6194 0.5585 -0.26 0.09 0.82
H 0.1237 -0.7953 0.0525 -1.10 0.92 -0.59


10
Properties=species:S:1:pos:R:3:forces:R:3 method="wB97M-V/def2-TZVPD" charge=-1 molar_mass_g_mol=119.12 total_energy_ha=-736.04826 gap_ev=7.08 relative_energy_kcal_mol=109.8
C -0.5808 -0.4692 0.1652 2.75 2.49 -0.77
C 0.5694 0.2225 -0.0305 -2.30 3.06 0.76
N -1.7964 0.1720 0.1172 -1.58 -0.72 0.15
N -2.9392 -0.4457 0.0431 -0.40 0.65 -0.36
O -3.9160 0.3293 -0.0713 0.78 -0.73 0.32
O 1.7783 -0.3077 -0.0119 -1.50 -3.26 -0.35
S 0.7639 2.9080 -0.0215 -0.29 -3.24 -0.02
H -0.4952 -1.4898 0.1238 -0.47 -2.49 0.19
H -1.8539 1.1643 0.1707 0.30 1.23 -0.14
H 2.3127 0.4147 0.0676 2.70 3.00 0.23


10
Properties=species:S:1:pos:R:3:forces:R:3 method="wB97M-V/def2-TZVPD" charge=-1 molar_mass_g_mol=103.06 total_energy_ha=-413.14099 gap_ev=8.51 relative_energy_kcal_mol=113.1
C 0.6500 0.4240 0.5481 -2.69 2.38 2.58
C 1.3819 -0.2523 -0.2804 -1.01 -1.96 -0.19
N -0.5775 -0.1035 1.1420 0.37 0.83 0.06
N -1.7471 0.2362 0.6335 -1.02 -2.23 0.69
O -2.7321 -0.5371 0.9103 2.61 1.89 -0.10
O 0.1861 -1.9833 -0.1689 2.35 0.65 1.01
O 2.3513 -0.1884 -0.9221 1.65 -0.87 -1.47
H 0.9853 1.4745 0.7565 -0.60 -1.14 -0.02
H -0.4190 -0.9727 1.6819 -0.95 0.46 -0.82
H -0.1267 -1.9143 -1.0429 -0.71 -0.01 -1.74


10
Properties=species:S:1:pos:R:3:forces:R:3 method="wB97M-V/def2-TZVPD" charge=+1 molar_mass_g_mol=103.06 total_energy_ha=-412.70780 gap_ev="6.45 / 5.89" relative_energy_kcal_mol=111.4
C -2.3357 0.4476 -0.0052 2.11 2.50 -0.08
C -0.0591 -0.6013 -0.0108 1.72 2.96 -0.03
N -0.8569 0.5516 -0.0185 -0.61 -0.84 -0.04
N -0.7743 -1.7652 0.0592 -4.44 -2.40 -0.15
O -2.9258 1.4772 0.0482 -0.75 -0.06 0.00
O -0.8105 -2.9056 0.0124 0.60 2.40 -0.02
O -2.6816 -0.7592 -0.0628 1.23 -3.57 0.22
H 0.5488 -0.6278 -0.9493 -0.03 -0.56 0.10
H 0.6622 -0.6223 0.8426 -0.05 -0.23 -0.16
H -0.4883 1.4882 0.1052 0.22 -0.19 0.16


10
Properties=species:S:1:pos:R:3:forces:R:3 method="wB97M-V/def2-TZVPD" charge=+1 molar_mass_g_mol=103.06 total_energy_ha=-412.66084 gap_ev="7.52 / 7.25" relative_energy_kcal_mol=140.8
C 0.0309 0.2577 -0.0948 -0.34 1.73 0.70
C 1.2967 0.6535 0.0717 0.33 1.73 -0.30
N -0.3307 -0.9523 -0.3627 -0.18 -6.56 -0.04
N 2.4058 -0.2929 0.0719 1.04 -0.82 -0.57
O 3.5113 0.1970 -0.0675 -1.11 -0.31 0.35
O 2.1358 -1.5063 0.0733 -0.33 1.64 0.20
O -1.2025 -1.6896 0.2804 1.22 3.35 -0.07
H -0.6937 1.0238 -0.0874 -1.25 0.92 0.51
H 1.4513 1.7755 0.1381 0.53 -1.76 0.10
H -1.1180 -2.6278 0.0122 0.10 0.07 -0.88


9
Properties=species:S:1:pos:R:3:forces:R:3 method="wB97M-V/def2-TZVPD" molar_mass_g_mol=102.03 total_energy_ha=-603.94028 gap_ev=9.12 relative_energy_kcal_mol=101.3
C 1.4106 0.2916 0.6412 1.92 -2.37 -2.02
C -2.2900 -0.3209 0.1258 -1.19 -2.30 -2.69
N 1.6268 -0.1367 -0.4440 0.90 1.02 2.41
N 2.0427 -0.8158 -1.3433 -0.53 -2.03 -1.99
O -2.4565 -1.3352 -0.4195 0.60 0.87 1.22
P -2.2855 1.2555 0.5617 -0.72 1.84 -0.98
H 0.7652 0.8868 1.0970 -2.51 2.58 1.58
H 2.8730 -0.5258 -1.8268 0.28 0.80 -0.01
H -1.6862 0.7005 1.6078 1.24 -0.41 2.46


9
Properties=species:S:1:pos:R:3:forces:R:3 method="wB97M-V/def2-TZVPD" molar_mass_g_mol=102.03 total_energy_ha=-603.86841 gap_ev="6.85 / 6.15" relative_energy_kcal_mol=146.4
C 0.5203 -0.0478 -0.0792 3.84 1.80 1.01
C 1.8042 0.4209 0.1652 -0.33 -0.39 -0.52
N 0.5514 -2.4032 0.0289 -0.55 1.88 -0.46
N 0.1126 -1.3299 -0.0680 -0.42 -4.17 0.50
O -1.5643 -0.9747 0.0846 -1.02 -2.39 -0.54
P 3.3731 -0.2133 -0.0371 0.37 -0.93 0.19
H -0.2418 0.6038 -0.1389 -2.43 2.08 -0.09
H 2.0159 1.4812 0.3884 -1.10 -0.04 -0.43
H -2.0736 -1.8653 -0.0428 1.64 2.16 0.34


9
Properties=species:S:1:pos:R:3:forces:R:3 method="wB97M-V/def2-TZVPD" charge=+1 molar_mass_g_mol=103.13 total_energy_ha=-660.54946 smiles="O=[N+]1CSC=N1" gap_ev=8.70 relative_energy_kcal_mol=68.8
O 2.1544 -0.3925 0.0054 -0.03 0.53 0.01
N 1.0409 -0.0080 0.0045 -2.21 -3.39 0.00
C -0.1904 -1.0672 0.0058 1.15 0.52 -0.01
S -1.6452 -0.0405 0.0103 -0.11 0.13 0.01
C -0.6772 1.3458 -0.0043 -0.24 -1.11 0.01
N 0.6183 1.1966 -0.0043 1.32 2.88 -0.02
H -0.1041 -1.6771 -0.8952 0.09 0.15 0.00
H -0.0957 -1.6962 0.8931 0.07 0.19 0.00
H -1.1010 2.3391 -0.0153 -0.05 0.10 0.01


8
Properties=species:S:1:pos:R:3:forces:R:3 method="wB97M-V/def2-TZVPD" molar_mass_g_mol=86.03 total_energy_ha=-528.60346 gap_ev="6.14 / 5.73" relative_energy_kcal_mol=149.5
C -0.5191 -0.2059 -0.7334 2.38 1.47 -1.33
C -1.0970 -1.3720 -0.6124 -0.70 -0.60 -0.24
N -0.4759 0.3649 0.4886 -0.26 -0.37 0.81
N 0.7979 0.8098 0.8490 -0.73 -0.73 -1.28
P 2.3386 0.6020 0.4239 0.61 -0.73 -0.84
H 0.2376 0.2778 -1.5205 -1.41 -1.40 0.97
H -1.9696 -2.0129 -0.3762 0.96 0.96 0.16
H 0.6875 1.5362 1.4810 -0.85 1.41 1.76


10
Properties=species:S:1:pos:R:3:forces:R:3 method="wB97M-V/def2-TZVPD" molar_mass_g_mol=147.98 total_energy_ha=-1211.51982 gap_ev=7.81 relative_energy_kcal_mol=18.2
C -0.5927 0.2905 0.8790 -0.39 0.68 -0.02
C -0.0830 -0.0720 -0.4621 -0.12 -0.32 -0.04
N -2.0871 2.4720 -0.4635 1.11 -1.37 3.95
N -2.5150 0.1562 -1.6195 -0.18 -0.38 -0.31
P -1.6736 1.5220 1.3037 -0.48 1.25 -3.49
P -1.7132 -0.9606 -0.8869 0.45 0.53 -0.03
P -2.4413 1.7904 -1.8165 -0.21 -0.24 -0.29
H -0.2980 -0.3465 1.7068 0.04 0.04 0.15
H 0.0893 0.7894 -1.1117 -0.15 -0.16 0.03
H 0.7863 -0.7269 -0.4346 -0.06 -0.03 0.04


8
Properties=species:S:1:pos:R:3:forces:R:3 method="wB97M-V/def2-TZVPD" molar_mass_g_mol=69.07 total_energy_ha=-242.16311 gap_ev=9.71 relative_energy_kcal_mol=68.8
N -0.4802 1.2326 -0.2100 -0.35 -0.12 0.02
C 1.8458 -0.7697 -0.2084 1.07 -0.05 0.03
N 0.7331 -0.9756 -0.0436 -0.82 0.01 0.04
N -0.5328 -1.1091 0.0840 0.44 0.19 -0.03
C -1.1271 0.1497 -0.0173 0.04 0.02 -0.02
H -1.1230 2.0195 -0.2660 0.08 -0.09 0.03
H 2.9108 -0.6198 -0.1681 -0.49 -0.06 -0.05
H -2.2076 0.0570 0.0908 0.03 0.10 -0.03


9
Properties=species:S:1:pos:R:3:forces:R:3 method="wB97M-V/def2-TZVPD" molar_mass_g_mol=85.07 total_energy_ha=-317.34169 gap_ev=8.50 relative_energy_kcal_mol=119.6
N -0.9224 1.3112 0.4324 -0.23 0.14 0.08
C -0.2865 0.1675 0.1922 0.15 -0.26 -0.17
C -0.0918 -1.1900 0.2674 -0.14 0.13 0.07
O 1.0790 -1.4674 -0.4045 0.05 -0.12 0.05
N 1.6172 -0.3521 -0.8847 -0.23 0.34 0.11
N 0.8123 0.5730 -0.5411 0.21 -0.26 -0.12
H 0.2927 1.6864 -0.4357 -0.04 -0.08 0.04
H -1.9025 1.3063 0.6756 0.18 0.00 0.01
H -0.5979 -2.0349 0.6985 0.06 0.10 -0.07


9
Properties=species:S:1:pos:R:3:forces:R:3 method="wB97M-V/def2-TZVPD" molar_mass_g_mol=85.07 total_energy_ha=-317.46282 smiles=Oc1cn[nH]n1 gap_ev=10.62 relative_energy_kcal_mol=43.6
O -1.9754 0.0760 0.0260 1.70 1.55 0.04
C -0.6160 -0.0862 -0.0264 -4.95 7.24 1.04
C 0.1925 1.0860 0.0604 -0.78 -0.74 -1.30
N 1.4099 0.6980 -0.0155 1.97 -1.11 0.74
N 1.3322 -0.6366 -0.0495 0.07 -1.91 0.32
N 0.0231 -1.1028 -0.0047 4.63 -5.39 -0.12
H -2.3053 -0.7665 -0.1170 -1.63 -2.65 -0.37
H -0.1006 2.0638 -0.1543 -0.36 1.42 0.23
H 2.0397 -1.3317 0.2809 -0.66 1.59 -0.59


9
Properties=species:S:1:pos:R:3:forces:R:3 method="wB97M-V/def2-TZVPD" molar_mass_g_mol=85.07 total_energy_ha=-317.47695 smiles=Oc1cn[nH]n1 gap_ev=10.29 relative_energy_kcal_mol=34.7
O 2.0125 0.0599 -0.0460 -0.73 1.42 0.68
C 0.6783 -0.0558 0.0496 -1.99 -0.83 0.07
C -0.2250 1.0163 0.0409 1.58 3.09 0.17
N -1.4868 0.6756 -0.0448 1.25 -1.28 0.11
N -1.3442 -0.6397 -0.0785 1.07 -0.64 0.67
N -0.0872 -1.1477 0.1098 -0.31 0.49 -1.26
H 2.4888 -0.7281 -0.2210 0.22 -1.49 -0.18
H 0.0950 2.0403 0.1843 -0.29 0.06 -0.38
H -2.1313 -1.2209 0.0057 -0.80 -0.84 0.11


9
Properties=species:S:1:pos:R:3:forces:R:3 method="wB97M-V/def2-TZVPD" molar_mass_g_mol=85.07 total_energy_ha=-317.35909 gap_ev="8.21 / 8.21" relative_energy_kcal_mol=108.7
N 1.9285 0.2132 -0.1305 -0.09 -0.03 0.12
C 0.9069 0.5711 0.6400 -0.10 0.01 -0.23
N -0.2608 0.7868 0.1130 -0.06 -0.05 -0.04
C -1.4266 0.3047 0.0346 0.42 0.23 0.15
N -1.6503 -1.0192 0.6142 0.19 -0.54 -0.20
O -1.9115 -1.8938 -0.1681 -0.13 0.54 0.23
H 1.8634 -0.0092 -1.1205 -0.13 0.08 0.16
H 2.8479 0.1564 0.2818 -0.27 -0.01 -0.06
H -2.2975 0.8900 -0.2645 0.17 -0.24 -0.12


9
Properties=species:S:1:pos:R:3:forces:R:3 method="wB97M-V/def2-TZVPD" molar_mass_g_mol=85.07 total_energy_ha=-317.44585 smiles="NC(=O)C1N=N1" gap_ev=10.34 relative_energy_kcal_mol=54.3
N 0.8104 -0.6063 -0.1911 0.50 3.40 0.71
C 0.4146 0.7181 -0.0263 -0.93 -0.32 0.19
O 1.0362 1.7411 -0.1781 0.02 -0.72 -0.06
C -1.0678 0.7218 0.5045 2.09 -0.17 0.97
N -2.2027 0.9071 -0.3391 -0.60 -0.79 -0.43
N -2.0108 -0.2570 0.0184 -0.59 0.50 -1.02
H 0.0379 -1.1548 -0.1092 -2.03 -2.44 0.08
H 1.5330 -0.9034 -0.7787 1.23 -0.14 -0.79
H -1.2114 0.8934 1.5543 0.32 0.68 0.35


10
Properties=species:S:1:pos:R:3:forces:R:3 method="wB97M-V/def2-TZVPD" molar_mass_g_mol=101.06 total_energy_ha=-392.65417 gap_ev=9.65 relative_energy_kcal_mol=87.5
C 1.1396 -0.0899 0.0422 -1.17 -4.54 -1.32
C -0.9083 -0.0344 -0.0083 -0.59 -3.71 0.01
H 2.5399 -1.3541 -0.2177 -0.36 4.45 1.76
H -1.0633 2.1231 0.4629 3.02 -3.76 -2.46
H -2.4399 -1.3324 -0.2986 1.02 4.08 1.78
N 0.9437 1.0910 -0.1258 -3.02 8.68 0.67
N -0.4282 1.1939 -0.0554 -3.74 3.72 1.72
N 0.1085 -0.9849 -0.0645 -2.31 2.34 1.04
O 2.3778 -0.2907 0.1499 5.75 -8.16 -1.20
O -2.2698 -0.3215 0.1153 1.41 -3.11 -1.99